# 1
{"formula": "C6H5N3", "method": "wB97M-V/def2-TZVPD", "species": ["C", "C", "C", "C", "C", "C", "N", "N", "N", "H", "H", "H", "H", "H"], "coordinates": [[-2.235, -0.435, 0.214], [1.732, -1.378, 0.025], [2.111, -0.110, 0.511], [0.477, -1.166, -0.453], [-1.371, 1.942, -0.426], [-1.394, 0.664, -0.189], [-2.766, -1.404, 0.605], [1.110, 0.769, 0.462], [0.210, 0.130, -0.201], [2.273, -2.268, -0.114], [2.775, 0.118, 1.234], [-0.219, -1.901, -0.980], [-0.436, 2.483, -0.456], [-2.265, 2.556, -0.232]], "charge": 0, "homo_energy_ev": -9.576, "smiles": "C=C(C#N)n1cccn1", "de_lowest_kcal_mol": 78.7, "orbital_gap_ev": 9.4190, "multiplicity": 1, "e_lumo_ev": -0.2, "energy_ev": -10769.8145}

# 2
{"formula": "C12H40NO10", "method": "wB97M-V/def2-TZVPD", "species": ["N", "H", "H", "H", "H", "C", "C", "O", "H", "H", "H", "H", "H", "H", "C", "C", "O", "H", "H", "H", "H", "H", "H", "C", "C", "O", "O", "H", "H", "H", "H", "H", "H", "C", "C", "O", "O", "H", "H", "H", "H", "H", "H", "C", "C", "O", "O", "H", "H", "H", "H", "H", "H", "C", "C", "O", "O", "H", "H", "H", "H", "H", "H"], "coordinates": [[0.244, 0.290, 0.785], [-0.471, 0.370, 0.052], [0.407, 1.242, 1.158], [1.108, -0.136, 0.445], [-0.204, -0.199, 1.591], [-1.236, -3.861, 1.183], [-1.436, -3.036, -0.064], [-2.513, -3.618, -0.832], [-0.302, -3.582, 1.672], [-1.213, -4.937, 1.010], [-2.093, -3.750, 1.851], [-0.489, -2.964, -0.604], [-1.852, -2.054, 0.176], [-2.596, -3.081, -1.626], [1.819, 0.774, -3.238], [2.031, 2.274, -3.141], [3.134, 2.591, -3.992], [1.245, 0.354, -2.411], [2.763, 0.229, -3.222], [1.299, 0.567, -4.174], [2.312, 2.600, -2.134], [1.129, 2.771, -3.515], [3.407, 3.488, -3.776], [-1.407, -0.679, 3.898], [-2.547, -0.068, 3.094], [-2.148, 1.130, 2.426], [-0.307, -1.086, 3.078], [-1.778, -1.525, 4.479], [-1.057, 0.073, 4.615], [-3.377, 0.167, 3.765], [-2.956, -0.834, 2.424], [-2.979, 1.539, 2.159], [0.060, -1.849, 3.536], [2.524, -2.427, -0.445], [2.289, -2.934, -1.867], [2.300, -4.369, -1.824], [2.606, -0.991, -0.388], [3.488, -2.819, -0.112], [1.747, -2.755, 0.244], [3.101, -2.657, -2.542], [1.279, -2.731, -2.217], [3.199, -4.684, -1.691], [3.528, -0.750, -0.507], [1.322, 2.937, 3.127], [0.978, 3.806, 1.953], [0.167, 3.160, 0.957], [2.022, 1.779, 2.620], [0.436, 2.618, 3.683], [2.002, 3.464, 3.799], [1.903, 4.103, 1.451], [0.534, 4.752, 2.270], [-0.711, 3.534, 1.083], [2.148, 1.206, 3.385], [-2.260, 1.257, -1.503], [-2.439, 1.787, -2.919], [-3.193, 0.890, -3.726], [-1.506, 0.045, -1.493], [-3.160, 1.104, -0.901], [-1.732, 2.015, -0.915], [-1.548, 2.104, -3.459], [-3.021, 2.712, -2.812], [-4.069, 1.257, -3.861], [-1.926, -0.611, -2.059]], "charge": 1, "homo_energy_ev": -12.295, "de_lowest_kcal_mol": 33.9, "orbital_gap_ev": 9.9028, "multiplicity": 1, "e_lumo_ev": -2.4, "energy_ev": -35049.9087}

# 3
{"formula": "C24H29GaN5S", "method": "wB97M-V/def2-TZVPD", "species": ["Ga", "N", "C", "C", "C", "C", "C", "C", "S", "N", "C", "C", "C", "C", "C", "C", "N", "H", "H", "H", "H", "H", "H", "H", "H", "H", "C", "C", "N", "C", "C", "C", "C", "N", "H", "H", "H", "H", "H", "H", "H", "H", "H", "H", "H", "H", "H", "H", "C", "C", "C", "C", "C", "C", "H", "H", "H", "H", "H", "H"], "coordinates": [[8.738, 14.917, 4.292], [9.891, 18.836, 5.229], [11.287, 19.019, 5.258], [11.968, 20.368, 5.375], [13.204, 20.476, 6.027], [13.736, 19.322, 6.562], [13.186, 17.986, 6.319], [11.963, 17.829, 5.756], [11.438, 16.160, 5.596], [9.831, 16.549, 5.079], [9.304, 17.660, 5.100], [7.839, 17.585, 4.886], [7.085, 18.753, 4.787], [5.635, 18.557, 4.802], [5.184, 17.226, 4.846], [5.978, 16.114, 4.413], [7.355, 16.466, 4.456], [9.316, 19.595, 4.864], [11.562, 21.281, 4.856], [13.827, 21.350, 6.098], [14.590, 19.295, 7.198], [13.688, 17.071, 6.557], [7.505, 19.729, 4.953], [3.747, 14.672, 6.490], [4.091, 17.224, 5.044], [4.915, 19.351, 4.834], [13.261, 10.114, 5.887], [14.609, 9.727, 5.312], [15.212, 8.518, 5.944], [15.644, 8.730, 7.281], [16.517, 10.017, 7.403], [15.349, 7.384, 5.103], [15.390, 7.604, 3.571], [15.629, 6.210, 5.523], [12.495, 9.312, 5.684], [13.068, 11.089, 5.409], [13.396, 10.145, 6.974], [15.414, 10.507, 5.220], [14.358, 9.600, 4.211], [16.243, 7.857, 7.537], [14.774, 8.791, 7.973], [15.885, 10.791, 7.844], [16.857, 10.395, 6.478], [17.377, 9.773, 8.049], [14.508, 7.929, 3.044], [15.671, 6.653, 3.143], [16.172, 8.285, 3.330], [15.598, 6.186, 6.496], [5.445, 13.325, 7.228], [5.701, 12.330, 6.412], [5.713, 12.409, 4.979], [5.596, 13.701, 4.442], [5.593, 14.792, 5.236], [4.794, 14.400, 6.612], [5.754, 13.263, 8.311], [5.940, 11.373, 6.756], [6.238, 11.719, 4.315], [5.678, 15.823, 3.398], [5.014, 15.378, 7.240], [5.870, 14.116, 3.356]], "charge": 1, "homo_energy_ev": [-9.643, -9.643], "de_lowest_kcal_mol": 176.9, "orbital_gap_ev": [3.5638, 3.5447], "multiplicity": 1, "e_lumo_ev": [-6.1, -6.1], "energy_ev": -96004.9474}

# 4
{"formula": "C5H13IN", "method": "wB97M-V/def2-TZVPD", "species": ["C", "C", "C", "C", "C", "N", "I", "H", "H", "H", "H", "H", "H", "H", "H", "H", "H", "H", "H", "H"], "coordinates": [[-0.013, -2.315, 1.018], [-1.355, -0.256, 1.222], [1.185, -0.176, 0.344], [0.122, -0.793, 1.295], [1.135, 1.116, -0.431], [0.487, 1.181, -1.472], [-0.918, 4.227, -4.151], [0.643, -2.897, 1.649], [-1.061, -2.552, 1.202], [0.220, -2.495, -0.045], [-1.345, 0.557, 1.926], [-1.700, 0.012, 0.181], [-2.046, -1.098, 1.600], [2.268, -0.298, 0.719], [0.972, -0.962, -0.444], [0.562, -0.601, 2.385], [1.574, 2.081, -0.062], [0.207, 0.221, -1.734], [0.479, 2.155, -1.868], [-1.418, 2.893, -3.336]], "charge": 1, "homo_energy_ev": -13.143, "de_lowest_kcal_mol": 53.6, "orbital_gap_ev": 8.4548, "multiplicity": 1, "e_lumo_ev": -4.7, "energy_ev": -14977.6981}

# 5
{"formula": "C40H27NO7P2S2", "method": "wB97M-V/def2-TZVPD", "species": ["O", "P", "O", "O", "P", "C", "C", "C", "C", "C", "C", "N", "C", "C", "C", "C", "S", "C", "C", "S", "H", "H", "H", "H", "H", "H", "H", "H", "H", "H", "H", "C", "C", "C", "C", "C", "C", "C", "O", "C", "C", "C", "C", "C", "C", "C", "O", "H", "H", "H", "H", "H", "H", "H", "H", "C", "C", "C", "C", "C", "C", "C", "O", "C", "C", "C", "C", "C", "C", "C", "O", "H", "H", "H", "H", "H", "H", "H", "H"], "coordinates": [[-0.528, -1.854, 2.493], [-1.773, -1.066, 2.504], [-2.999, -1.840, 1.844], [-2.197, -0.775, 4.010], [-1.344, 0.836, 1.556], [-2.812, 1.748, 0.966], [-2.698, 2.341, -0.297], [-3.724, 3.089, -0.839], [-4.903, 3.292, -0.140], [-5.027, 2.704, 1.107], [-4.006, 1.925, 1.656], [-4.180, 1.320, 2.954], [-5.423, 0.603, 3.055], [-5.483, -0.704, 3.508], [-6.699, -1.369, 3.600], [-7.884, -0.725, 3.269], [-9.435, -1.590, 3.455], [-7.847, 0.585, 2.810], [-6.622, 1.220, 2.697], [-6.499, 2.882, 2.086], [-2.993, -1.735, 0.887], [-1.521, -0.226, 4.424], [-0.698, 0.488, 0.353], [-1.779, 2.191, -0.849], [-3.629, 3.539, -1.817], [-5.720, 3.867, -0.551], [-4.233, 2.101, 3.609], [-4.589, -1.239, 3.779], [-6.703, -2.394, 3.936], [-9.495, -2.220, 2.269], [-8.750, 1.114, 2.543], [1.164, 5.622, -5.216], [1.924, 5.421, -6.363], [2.034, 4.155, -6.912], [1.392, 3.080, -6.310], [0.647, 3.278, -5.145], [0.528, 4.553, -4.608], [-0.010, 2.133, -4.457], [-0.663, 2.305, -3.447], [0.158, 0.771, -5.034], [-0.400, -0.319, -4.378], [-0.263, -1.590, -4.909], [0.427, -1.778, -6.102], [0.990, -0.696, -6.757], [0.866, 0.579, -6.223], [1.507, 1.727, -6.924], [2.109, 1.565, -7.963], [1.073, 6.614, -4.793], [2.430, 6.256, -6.830], [2.619, 3.996, -7.807], [-0.060, 4.705, -3.713], [-0.939, -0.169, -3.453], [-0.694, -2.439, -4.394], [0.528, -2.772, -6.518], [1.530, -0.839, -7.683], [2.973, 0.351, 3.501], [2.018, -0.599, 3.148], [2.400, -1.915, 2.935], [3.735, -2.278, 3.065], [4.695, -1.316, 3.398], [4.306, -0.004, 3.625], [6.136, -1.674, 3.497], [6.970, -0.841, 3.791], [6.534, -3.083, 3.218], [7.879, -3.428, 3.250], [8.264, -4.735, 3.006], [7.305, -5.706, 2.736], [5.963, -5.366, 2.697], [5.573, -4.053, 2.929], [4.126, -3.699, 2.850], [3.294, -4.549, 2.613], [2.674, 1.377, 3.674], [0.989, -0.313, 3.042], [1.661, -2.653, 2.667], [5.048, 0.736, 3.894], [8.621, -2.671, 3.464], [9.312, -5.001, 3.027], [7.607, -6.729, 2.551], [5.215, -6.117, 2.483]], "charge": 0, "homo_energy_ev": -8.638, "smiles": "O=P(O)(O)Pc1cccc2c1Nc1ccc(S)cc1S2.O=C1c2ccccc2C(=O)c2ccccc21.O=C1c2ccccc2C(=O)c2ccccc21", "orbital_gap_ev": 7.4391, "multiplicity": 1, "e_lumo_ev": -1.2, "energy_ev": -97992.2208}

# 6
{"formula": "C8H9N", "method": "wB97M-V/def2-TZVPD", "species": ["C", "C", "C", "C", "C", "C", "C", "C", "N", "H", "H", "H", "H", "H", "H", "H", "H", "H"], "coordinates": [[-2.397, 0.846, -0.008], [-2.316, -0.539, -0.209], [-1.125, 1.315, 0.247], [-0.981, -0.887, -0.070], [-0.105, -1.992, -0.103], [1.309, -1.397, 0.236], [1.124, 0.064, 0.467], [2.020, 0.947, -0.405], [-0.281, 0.265, 0.203], [-3.292, 1.439, -0.043], [-3.129, -1.208, -0.408], [-0.784, 2.314, 0.445], [-0.302, -3.026, -0.287], [2.222, -1.948, 0.262], [1.322, 0.312, 1.522], [1.978, 0.620, -1.439], [3.047, 0.894, -0.057], [1.689, 1.982, -0.351]], "charge": 0, "homo_energy_ev": [-7.198, -7.197], "smiles": "C[C@@H]1C=Cc2cccn21", "de_lowest_kcal_mol": 29.0, "orbital_gap_ev": [7.7290, 7.7290], "multiplicity": 1, "e_lumo_ev": [0.5, 0.5], "energy_ev": -9930.3347}

# 7
{"formula": "C2H4BrNOS", "method": "wB97M-V/def2-TZVPD", "species": ["C", "C", "N", "O", "S", "Br", "H", "H", "H", "H"], "coordinates": [[0.369, 0.623, -0.817], [-1.197, -0.180, -1.155], [0.342, 1.957, -0.884], [1.334, -0.035, -0.479], [-0.912, -1.987, -1.248], [-2.303, 0.367, 0.418], [-1.743, -0.023, -2.121], [-0.504, 2.550, -0.735], [1.030, 2.516, -0.375], [0.223, -1.882, -0.423]], "charge": 0, "homo_energy_ev": -9.334, "smiles": "NC(=O)[C@@H](S)Br", "de_lowest_kcal_mol": 17.3, "orbital_gap_ev": 9.7948, "multiplicity": 1, "e_lumo_ev": 0.5, "energy_ev": -86553.5728}

# 8
{"formula": "C5H17N2O", "method": "wB97M-V/def2-TZVPD", "species": ["N", "C", "C", "C", "N", "C", "C", "H", "H", "H", "H", "H", "H", "H", "H", "H", "H", "H", "H", "H", "H", "H", "H", "H", "O"], "coordinates": [[-0.063, 3.113, -2.408], [0.004, -2.245, -0.656], [-0.256, -3.706, -0.674], [-0.751, -1.279, -1.198], [0.267, 1.586, 0.268], [-0.838, 1.206, 1.189], [-0.328, 1.046, 2.593], [-0.938, 3.066, -2.912], [-0.227, 2.656, -1.491], [0.700, 2.605, -2.844], [0.932, -1.942, -0.106], [-1.029, -3.897, -1.423], [-0.621, -4.009, 0.318], [0.582, -4.360, -0.915], [-1.700, -1.528, -1.662], [-0.395, -0.252, -1.337], [0.784, 2.417, 0.577], [-1.616, 1.962, 1.041], [-1.207, 0.273, 0.755], [0.108, 1.938, 3.039], [0.355, 0.226, 2.777], [-1.176, 0.834, 3.256], [2.626, -0.508, 0.823], [1.041, 0.845, 0.256], [1.655, -0.433, 0.895]], "charge": 1, "homo_energy_ev": -13.410, "de_lowest_kcal_mol": 199.8, "orbital_gap_ev": 3.9268, "multiplicity": 1, "e_lumo_ev": -9.5, "energy_ev": -10474.2696}